# 1
# C56H81ClFN15O6S2

14 unconnected molecules or ions with the total composition C56H81ClFN15O6S2 in a non-equilibrium geometry (ωB97M-V with the def2-TZVPD basis set, OMol25).

The geometry in XYZ format:
```
162
Properties=species:S:1:pos:R:3:lowdin_charge:R:1
C -0.18 4.69 0.68 -0.146
C -0.11 5.27 -0.82 -0.266
C -0.47 4.15 -1.95 -0.196
C -2.01 4.39 -2.35 -0.218
C -2.71 3.16 -3.13 -0.164
C -2.25 1.71 -2.64 -0.120
C -2.25 1.31 -1.12 -0.472
Cl -2.80 2.44 0.21 0.624
C -1.78 -0.10 -0.65 -0.375
C -1.31 -1.22 -1.66 -0.109
C -1.31 -0.80 -3.18 -0.126
O -0.83 -1.83 -4.08 -0.037
C -1.77 0.61 -3.66 -0.104
S -1.76 1.02 -5.49 0.837
O -3.10 1.59 -5.94 -0.340
O -0.60 1.92 -5.86 -0.323
F -1.55 -0.38 -6.43 -0.226
N -0.91 -2.55 -1.20 0.040
C 0.09 -2.51 -0.10 -0.124
C 1.37 -3.41 -0.28 -0.113
N 1.58 -4.28 -1.47 -0.034
C 0.78 -5.52 -1.24 -0.228
C 1.68 -6.84 -1.00 -0.181
C 2.04 -7.08 0.55 -0.258
C 1.70 -8.59 1.07 -0.154
C 2.43 -3.34 0.88 -0.041
C 3.75 -4.23 0.66 -0.073
C 2.21 -2.45 2.15 -0.115
O 3.17 -2.36 3.20 -0.138
C 3.42 -3.66 3.82 -0.227
C 2.64 -3.65 5.25 -0.092
C 0.92 -1.56 2.32 -0.086
C 0.73 -0.62 3.61 -0.145
C 1.68 0.68 3.32 -0.168
C 1.34 1.42 1.93 -0.160
C 2.26 1.00 0.69 -0.171
O 3.65 1.45 0.79 -0.079
C 4.26 1.31 -0.49 -0.402
C 5.27 2.46 -1.01 0.004
O 4.10 0.32 -1.25 0.045
C -0.13 -1.62 1.17 -0.333
S -1.71 -0.62 1.13 0.864
H 0.51 5.36 1.33 0.063
H -1.24 4.87 1.10 0.052
H 0.14 3.60 0.78 0.031
H -0.92 6.09 -0.87 0.074
H 0.88 5.81 -1.06 0.092
H -0.26 3.14 -1.45 0.080
H 0.27 4.28 -2.81 0.111
H -2.01 5.27 -3.10 0.125
H -2.66 4.75 -1.47 0.056
H -2.56 3.35 -4.25 0.096
H -3.84 3.24 -2.92 0.129
H -1.49 -2.56 -4.07 0.117
H -0.64 -3.18 -1.96 0.095
H 1.31 -3.78 -2.34 0.106
H 0.07 -5.42 -0.33 0.128
H 0.12 -5.74 -2.16 0.115
H 1.11 -7.76 -1.40 0.110
H 2.68 -6.70 -1.56 0.115
H 1.54 -6.35 1.27 0.109
H 3.19 -7.00 0.65 0.070
H 2.31 -9.37 0.49 0.061
H 0.57 -8.80 1.07 0.077
H 2.06 -8.64 2.16 0.036
H 3.87 -4.53 -0.45 0.087
H 3.82 -5.14 1.33 0.040
H 4.65 -3.52 0.86 0.100
H 4.56 -3.71 4.01 0.118
H 3.09 -4.56 3.20 0.094
H 2.66 -2.57 5.63 0.073
H 3.16 -4.40 5.93 0.051
H 1.53 -3.91 5.09 0.066
H -0.35 -0.33 3.82 0.094
H 1.18 -1.13 4.52 0.089
H 1.52 1.44 4.16 0.111
H 2.76 0.31 3.35 0.110
H 0.22 1.34 1.67 0.089
H 1.53 2.55 2.10 0.111
H 1.82 1.52 -0.24 0.136
H 2.28 -0.12 0.45 0.115
H 5.70 2.12 -2.03 0.096
H 4.71 3.45 -1.17 0.087
H 6.09 2.57 -0.23 0.083
C 4.74 -7.31 3.84 -0.081
C 3.36 -7.31 4.34 -0.272
N 2.28 -7.31 4.73 0.149
H 5.34 -6.54 4.34 0.083
H 5.23 -8.27 4.01 0.071
H 4.78 -7.10 2.77 0.052
C -6.11 5.58 0.07 -0.107
C -4.70 5.96 0.16 -0.253
N -3.59 6.26 0.24 0.150
H -6.26 4.76 -0.64 0.066
H -6.50 5.25 1.04 0.083
H -6.73 6.41 -0.26 0.056
C 3.97 -11.45 2.88 -0.048
C 4.22 -10.20 2.16 -0.253
N 4.41 -9.22 1.60 0.161
H 4.89 -12.02 3.03 0.085
H 3.53 -11.27 3.87 0.085
H 3.28 -12.10 2.33 0.087
C -9.38 3.01 -0.85 -0.068
C -9.06 4.43 -0.66 -0.241
N -8.80 5.54 -0.51 0.139
H -9.76 2.81 -1.85 0.023
H -8.50 2.37 -0.70 0.081
H -10.14 2.67 -0.14 0.087
C -10.79 0.02 -4.32 -0.067
C -11.04 1.39 -3.84 -0.252
N -11.24 2.46 -3.47 0.137
H -11.41 -0.71 -3.80 0.083
H -11.01 -0.08 -5.39 0.085
H -9.75 -0.27 -4.17 0.083
C 4.99 -2.61 8.91 -0.070
C 5.33 -3.24 7.63 -0.264
N 5.59 -3.73 6.62 0.139
H 5.18 -1.54 8.89 0.080
H 3.94 -2.76 9.16 0.078
H 5.58 -3.03 9.73 0.083
C -2.11 3.61 -8.55 -0.073
C -2.57 4.66 -9.46 -0.255
N -2.93 5.49 -10.18 0.134
H -2.89 2.85 -8.39 0.074
H -1.23 3.09 -8.94 0.088
H -1.85 4.01 -7.57 0.078
C 0.32 9.36 -1.61 -0.106
C 0.44 8.56 -0.39 -0.261
N 0.54 7.94 0.57 0.150
H -0.07 8.77 -2.44 0.046
H -0.35 10.21 -1.48 0.087
H 1.28 9.76 -1.93 0.064
C -3.20 -1.88 4.87 -0.070
C -1.92 -2.31 5.42 -0.269
N -0.91 -2.64 5.86 0.152
H -3.34 -0.80 4.98 0.085
H -3.27 -2.11 3.81 0.070
H -4.04 -2.37 5.37 0.082
C 2.74 9.86 -5.13 -0.061
C 1.36 9.88 -4.63 -0.241
N 0.28 9.89 -4.23 0.139
H 3.36 10.60 -4.62 0.084
H 3.21 8.89 -4.98 0.085
H 2.78 10.08 -6.20 0.084
C 1.26 -7.65 8.34 -0.075
C 2.17 -6.68 8.94 -0.273
N 2.88 -5.91 9.42 0.121
H 0.24 -7.53 8.70 0.081
H 1.23 -7.55 7.25 0.051
H 1.56 -8.68 8.56 0.080
C -5.53 7.14 -11.59 -0.099
C -5.99 8.19 -12.50 -0.284
N -6.34 9.02 -13.22 0.112
H -6.30 6.38 -11.43 0.079
H -4.65 6.62 -11.98 0.056
H -5.26 7.54 -10.61 0.075
C 5.54 2.24 3.70 -0.073
C 6.69 3.12 3.91 -0.279
N 7.60 3.81 4.08 0.117
H 5.35 2.07 2.63 0.058
H 5.69 1.26 4.15 0.084
H 4.63 2.66 4.13 0.082
```

For the orbital gap, the calculation gives 0.261 Ha. As for the charge: 0. For the lowest unoccupied orbital energy, the calculation gives -0.9 eV. The energy is -130915.1116 eV.

---

# 2
# C56H85Cl3NO27PS

8 unconnected molecules or ions with the total composition C56H85Cl3NO27PS in a non-equilibrium geometry (ωB97M-V with the def2-TZVPD basis set, OMol25).

The geometry in XYZ format:
```
174
Properties=species:S:1:pos:R:3:lowdin_charge:R:1
C -7.18 0.86 -2.34 -0.063
C -6.64 0.46 -0.97 -0.251
O -5.43 -0.26 -1.14 -0.229
C -4.51 -0.17 -0.10 -0.249
C -3.03 -0.28 -0.50 -0.191
C -2.50 -1.71 -0.92 -0.206
C -3.44 -2.76 -0.39 -0.639
Cl -4.87 -3.21 -1.27 0.866
C -3.30 -3.34 0.79 -0.709
C -4.21 -4.38 1.36 -0.129
Cl -2.00 -2.88 1.86 0.733
C -1.90 -1.93 -2.39 -0.314
C -0.39 -1.59 -2.29 -0.108
C 0.49 -1.40 -3.54 -0.142
C 1.09 0.03 -3.69 -0.392
C 2.61 -0.01 -3.48 -0.080
C 0.80 0.63 -5.09 -0.067
C -2.24 -3.30 -3.03 -0.316
C -1.73 -3.52 -4.47 -0.044
C -1.88 -4.58 -2.23 -0.188
C -0.76 -4.54 -1.19 -0.081
S -2.66 -0.65 -3.42 0.670
O -2.04 -0.55 -4.71 -0.239
O -4.08 -0.80 -3.41 -0.229
O -2.15 0.66 -2.67 -0.246
C -2.49 0.91 -1.28 -0.490
C -1.24 1.57 -0.65 -0.156
C -0.44 0.78 0.39 -0.081
C 1.05 0.90 0.23 -0.434
O 1.58 1.26 -0.77 0.126
N 1.78 0.52 1.40 0.109
C 2.04 1.71 2.17 -0.243
C 3.03 2.61 1.73 -0.021
C 3.24 3.79 2.43 -0.079
C 2.48 4.08 3.57 -0.086
C 1.52 3.17 4.03 -0.083
C 1.29 1.98 3.33 -0.026
P -3.79 2.30 -1.60 0.751
O -2.80 3.29 -2.44 -0.333
Cl -3.78 3.32 0.22 0.306
H -8.11 0.37 -2.58 0.061
H -7.26 1.93 -2.42 0.066
H -6.44 0.56 -3.08 0.068
H -6.48 1.36 -0.37 0.100
H -7.36 -0.20 -0.49 0.120
H -4.63 0.78 0.42 0.075
H -4.72 -0.90 0.69 0.129
H -2.62 -0.16 0.50 0.124
H -1.62 -1.85 -0.30 0.054
H -5.23 -4.03 1.35 0.070
H -3.94 -4.58 2.39 0.058
H -4.12 -5.30 0.79 0.083
H -0.33 -0.65 -1.73 0.089
H 0.09 -2.30 -1.63 0.104
H 1.35 -2.06 -3.45 0.110
H 0.02 -1.64 -4.48 0.068
H 0.64 0.72 -2.99 0.087
H 3.09 -0.31 -4.41 0.078
H 2.98 0.98 -3.22 0.067
H 2.87 -0.70 -2.69 0.070
H 0.01 1.37 -5.07 0.069
H 1.69 1.13 -5.47 0.065
H 0.55 -0.14 -5.82 0.073
H -3.32 -3.29 -3.16 0.077
H -0.65 -3.50 -4.55 0.077
H -2.04 -4.53 -4.74 0.082
H -2.21 -2.87 -5.19 0.074
H -1.64 -5.40 -2.88 0.083
H -2.78 -4.91 -1.71 0.083
H -0.82 -3.75 -0.46 0.022
H 0.21 -4.50 -1.68 0.081
H -0.77 -5.48 -0.64 0.073
H -1.48 2.53 -0.20 0.051
H -0.56 1.82 -1.46 0.103
H -0.67 1.14 1.40 0.124
H -0.66 -0.28 0.43 0.102
H 2.66 0.10 1.10 0.089
H 3.58 2.35 0.84 0.105
H 3.98 4.47 2.04 0.100
H 2.63 5.01 4.09 0.097
H 0.95 3.36 4.93 0.094
H 0.57 1.24 3.63 0.107
H -2.18 3.72 -1.84 0.024
C 7.92 -1.88 2.62 -0.006
C 6.49 -1.43 2.47 -0.314
C 5.50 -2.51 2.10 -0.089
O 4.49 -1.76 1.40 0.064
C 5.09 -0.67 0.88 -0.562
O 4.55 0.08 0.11 0.136
O 6.33 -0.52 1.35 0.099
H 8.58 -1.02 2.73 0.100
H 8.03 -2.52 3.50 0.038
H 8.25 -2.44 1.74 0.103
H 6.16 -0.90 3.37 0.129
H 5.06 -3.02 2.95 0.123
H 5.92 -3.24 1.41 0.142
C 1.60 0.76 7.49 -0.018
C 2.45 -0.42 7.11 -0.320
C 3.84 -0.46 7.72 -0.084
O 4.58 -1.20 6.74 0.060
C 3.97 -1.01 5.54 -0.531
O 4.43 -1.34 4.50 0.154
O 2.78 -0.39 5.71 0.095
H 0.70 0.79 6.89 0.088
H 1.32 0.70 8.54 0.092
H 2.14 1.70 7.33 0.090
H 1.92 -1.35 7.31 0.160
H 3.88 -0.96 8.68 0.139
H 4.28 0.54 7.81 0.141
C 1.85 -9.41 -1.17 -0.022
C 0.38 -9.11 -1.06 -0.332
C -0.55 -10.29 -1.26 -0.092
O -1.74 -9.65 -1.76 0.066
C -1.36 -8.50 -2.38 -0.558
O -2.07 -7.83 -3.05 0.169
O -0.05 -8.24 -2.12 0.077
H 2.43 -8.49 -1.17 0.089
H 2.17 -10.03 -0.32 0.090
H 2.07 -9.94 -2.09 0.091
H 0.16 -8.61 -0.11 0.157
H -0.77 -10.83 -0.35 0.138
H -0.18 -10.98 -2.02 0.139
C 7.88 -2.67 6.00 -0.017
C 8.69 -3.85 5.53 -0.310
C 10.10 -3.94 6.05 -0.084
O 10.77 -4.65 5.01 0.071
C 10.10 -4.41 3.85 -0.546
O 10.48 -4.71 2.77 0.182
O 8.93 -3.78 4.11 -0.004
H 6.94 -2.60 5.45 0.077
H 7.65 -2.76 7.06 0.096
H 8.42 -1.74 5.84 0.100
H 8.15 -4.78 5.72 0.163
H 10.19 -4.48 6.99 0.139
H 10.57 -2.96 6.15 0.141
C 1.25 4.47 -2.64 -0.006
C 2.21 5.54 -2.19 -0.313
C 2.68 5.43 -0.76 -0.097
O 2.98 6.79 -0.42 0.064
C 2.19 7.58 -1.20 -0.564
O 2.05 8.75 -1.05 0.149
O 1.59 6.84 -2.16 0.089
H 0.84 4.72 -3.62 0.094
H 1.75 3.51 -2.70 0.086
H 0.42 4.39 -1.94 0.079
H 3.06 5.60 -2.87 0.161
H 3.57 4.81 -0.65 0.136
H 1.90 5.06 -0.09 0.136
C -0.64 10.50 -0.34 -0.020
C -1.51 10.39 0.89 -0.326
C -0.90 9.64 2.05 -0.092
O -2.05 9.12 2.72 0.057
C -3.04 8.99 1.80 -0.568
O -4.07 8.42 1.98 0.165
O -2.68 9.58 0.63 0.084
H -1.20 10.90 -1.17 0.090
H 0.21 11.15 -0.14 0.095
H -0.26 9.52 -0.64 0.069
H -1.86 11.38 1.21 0.157
H -0.32 10.27 2.72 0.137
H -0.28 8.80 1.72 0.137
C -10.11 1.12 -6.75 -0.022
C -10.80 1.71 -5.55 -0.332
C -10.76 3.22 -5.45 -0.094
O -10.84 3.43 -4.04 0.064
C -10.33 2.33 -3.43 -0.564
O -10.08 2.25 -2.27 0.164
O -10.14 1.34 -4.33 0.075
H -10.05 0.04 -6.66 0.089
H -10.66 1.36 -7.66 0.090
H -9.09 1.50 -6.84 0.092
H -11.84 1.35 -5.49 0.158
H -11.58 3.72 -5.96 0.137
H -9.81 3.63 -5.81 0.139
```

The energy above the lowest of the compared OMol25 structures with the same formula, charge and spin comes out at 0.0 kcal per mole. For the orbital gap, the calculation gives 0.319 Ha. As for the charge: 0. For the lowest unoccupied orbital energy, the calculation gives 0.0 eV. As for the SMILES: CCOC[C@H]1[C@@H](/C(Cl)=C(/C)Cl)[C@@](CCC(C)C)([C@@H](C)CC)S(=O)(=O)O[C@@]1(CCC(=O)Nc1ccccc1)P(O)Cl.C[C@@H]1COC(=O)O1.C[C@@H]1COC(=O)O1.C[C@@H]1COC(=O)O1.C[C@@H]1COC(=O)O1.C[C@@H]1COC(=O)O1.C[C@@H]1COC(=O)O1.C[C@@H]1COC(=O)O1. The energy is -173916.0119 eV.

---

# 3
# C56H86N8O9

10 unconnected molecules or ions with the total composition C56H86N8O9 in a non-equilibrium geometry (ωB97M-V with the def2-TZVPD basis set, OMol25).

The geometry in XYZ format:
```
159
Properties=species:S:1:pos:R:3:lowdin_charge:R:1
O -6.89 0.88 -6.20 0.088
C -6.26 0.31 -5.32 -0.241
C -6.23 -1.21 -5.37 -0.076
C -6.82 -1.83 -6.43 -0.014
C -6.72 -3.23 -6.50 -0.057
C -6.03 -3.99 -5.57 -0.050
C -5.40 -3.29 -4.56 -0.012
C -5.58 -1.94 -4.33 -0.070
C -5.03 -1.30 -3.13 -0.298
O -4.64 -1.90 -2.19 0.137
C -4.88 0.21 -3.23 -0.095
C -4.22 0.82 -2.20 -0.058
C -4.02 2.16 -2.13 -0.050
C -4.71 2.96 -3.14 -0.027
C -5.49 2.40 -4.20 0.033
C -5.49 0.97 -4.19 -0.084
H -7.37 -1.39 -7.24 0.123
H -7.21 -3.60 -7.38 0.105
H -5.99 -5.04 -5.80 0.111
H -4.74 -3.89 -3.94 0.117
H -3.88 0.25 -1.36 0.119
H -3.48 2.65 -1.34 0.069
H -4.65 4.04 -3.05 0.091
H -5.84 2.94 -5.07 0.114
O 4.51 -0.64 -4.97 0.048
C 3.46 -1.38 -4.91 -0.215
C 2.27 -0.78 -4.08 -0.076
C 2.54 0.21 -3.11 0.013
C 1.43 0.72 -2.35 -0.052
C 0.16 0.26 -2.57 -0.082
C -0.11 -0.71 -3.56 0.010
C 0.96 -1.21 -4.38 -0.054
C 0.69 -2.37 -5.41 -0.208
O -0.43 -2.88 -5.59 0.060
C 1.94 -2.94 -6.13 -0.080
C 1.75 -3.93 -7.08 0.012
C 2.89 -4.52 -7.69 -0.074
C 4.13 -4.09 -7.47 -0.068
C 4.34 -3.02 -6.54 0.032
C 3.25 -2.48 -5.83 -0.110
H 3.50 0.71 -3.02 0.099
H 1.58 1.52 -1.65 0.079
H -0.66 0.64 -1.98 0.092
H -1.15 -0.95 -3.70 0.106
H 0.73 -4.06 -7.41 0.117
H 2.78 -5.31 -8.43 0.108
H 4.93 -4.42 -8.12 0.110
H 5.29 -2.51 -6.52 0.117
C 2.64 -1.12 4.54 -0.096
C 1.55 -0.60 5.39 -0.266
N 1.72 -1.04 6.80 -0.178
C 0.49 -1.74 7.27 -0.258
C 0.81 -2.94 8.18 -0.089
C 2.19 -0.10 7.82 -0.236
C 3.71 0.04 7.63 -0.097
H 3.58 -0.62 4.75 0.065
H 2.35 -1.06 3.49 0.060
H 2.65 -2.18 4.81 0.074
H 1.66 0.49 5.41 0.110
H 0.56 -0.72 4.95 0.107
H -0.23 -1.06 7.73 0.113
H -0.03 -2.18 6.42 0.101
H 1.50 -2.60 8.95 0.054
H -0.13 -3.24 8.63 0.070
H 1.36 -3.72 7.65 0.070
H 2.18 -0.61 8.79 0.104
H 1.79 0.91 7.77 0.113
H 4.11 0.20 6.63 0.051
H 4.19 -0.90 7.93 0.070
H 4.09 0.81 8.30 0.067
C 6.14 -5.98 0.04 -0.090
C 5.54 -5.19 1.19 -0.266
N 4.22 -4.56 1.00 -0.174
C 4.42 -3.34 0.22 -0.257
C 3.21 -2.81 -0.62 -0.073
C 3.50 -4.20 2.21 -0.267
C 2.67 -5.40 2.72 -0.088
H 5.96 -7.03 0.24 0.067
H 7.18 -5.69 -0.11 0.076
H 5.49 -5.75 -0.81 0.068
H 5.73 -5.79 2.08 0.116
H 6.27 -4.37 1.25 0.095
H 4.83 -2.62 0.93 0.115
H 5.11 -3.36 -0.63 0.109
H 2.40 -2.70 0.10 0.040
H 3.35 -1.80 -1.01 0.056
H 2.87 -3.36 -1.49 0.070
H 2.72 -3.43 2.14 0.098
H 4.21 -3.92 2.99 0.112
H 2.01 -5.10 3.53 0.063
H 3.21 -6.32 2.95 0.066
H 1.96 -5.67 1.94 0.066
C 1.25 4.70 -1.05 -0.067
C 2.64 5.49 -1.04 -0.231
N 3.58 5.14 0.05 -0.192
C 4.67 6.09 -0.02 -0.274
C 5.44 6.17 1.32 -0.082
C 3.97 3.72 0.08 -0.210
C 4.66 3.19 -1.24 -0.059
H 0.69 5.00 -1.93 0.072
H 0.70 4.85 -0.12 0.056
H 1.38 3.62 -1.07 0.028
H 3.12 5.51 -2.01 0.104
H 2.25 6.49 -0.88 0.103
H 5.33 5.81 -0.84 0.103
H 4.35 7.13 -0.10 0.113
H 4.85 6.62 2.13 0.074
H 5.78 5.17 1.60 0.054
H 6.32 6.79 1.13 0.068
H 3.16 3.08 0.45 0.107
H 4.71 3.60 0.86 0.087
H 5.04 3.95 -1.92 0.068
H 3.89 2.63 -1.78 0.030
H 5.30 2.35 -0.96 0.071
C -4.19 4.56 5.71 0.004
C -3.26 3.39 5.34 -0.647
N -3.25 3.01 4.10 0.157
O -2.57 2.84 6.13 0.051
H -5.06 4.34 6.34 0.077
H -4.40 4.98 4.73 0.069
H -3.87 5.31 6.43 0.078
H -2.71 2.20 3.83 0.108
H -4.08 3.12 3.54 0.075
C -0.28 -0.30 1.01 -0.008
C -0.98 0.98 0.88 -0.625
N -2.27 1.05 1.29 0.211
O -0.36 1.87 0.39 0.039
H 0.71 -0.32 0.56 0.080
H -0.81 -0.88 0.25 0.054
H -0.22 -0.71 2.02 0.094
H -2.76 1.93 1.26 0.064
H -2.80 0.28 1.68 0.110
C -3.58 -4.31 -0.04 0.002
C -2.46 -3.32 0.27 -0.634
N -1.33 -3.40 -0.31 0.188
O -2.66 -2.44 1.11 -0.001
H -3.31 -5.20 0.54 0.085
H -3.82 -4.41 -1.10 0.067
H -4.47 -3.90 0.43 0.081
H -1.15 -4.08 -1.05 0.122
H -0.56 -2.75 -0.25 0.097
C -6.52 1.79 0.11 0.007
C -5.60 3.01 0.55 -0.575
N -5.79 4.14 -0.11 0.192
O -4.80 2.88 1.46 0.011
H -7.03 1.87 -0.85 0.069
H -7.25 1.53 0.87 0.074
H -6.00 0.83 0.11 0.066
H -6.41 4.28 -0.89 0.118
H -5.33 4.92 0.33 0.098
C -1.58 4.87 1.72 -0.014
C -2.26 4.99 0.36 -0.556
N -1.87 4.19 -0.62 0.183
O -3.22 5.80 0.36 -0.035
H -0.85 4.08 1.88 0.067
H -2.31 4.70 2.52 0.052
H -1.19 5.83 2.07 0.087
H -2.37 4.30 -1.50 0.107
H -1.13 3.53 -0.50 0.060
```

The energy above the lowest of the compared OMol25 structures with the same formula, charge and spin comes out at 0.0 kcal per mole. For the orbital gap, the calculation gives 0.253 Ha. As for the charge: 0. For the lowest unoccupied orbital energy, the calculation gives -1.2 eV. As for the SMILES: O=C1c2ccccc2C(=O)c2ccccc21.O=C1c2ccccc2C(=O)c2ccccc21.CCN(CC)CC.CCN(CC)CC.CCN(CC)CC.CC(N)=O.CC(N)=O.CC(N)=O.CC(N)=O.CC(N)=O. The energy is -89813.5405 eV.